Density functional theory data (ωB97M-V/def2-TZVPD) for 8 unconnected molecules or ions with the total composition C41H82N4O21P2 at a distorted geometry.

Each line ends with the Mulliken charge.
CARTESIAN COORDINATES (ANGSTROEM)
C 3.283 -3.347 2.698  -1.435
C 2.773 -3.277 1.242  0.879
O 1.938 -4.440 1.001  -0.511
P 0.440 -4.101 0.556  1.157
O -0.193 -5.350 0.138  -0.807
C -0.555 -3.468 1.971  0.092
C -0.145 -2.084 2.516  -1.122
O 0.113 -1.162 1.441  0.090
P -1.005 -0.046 1.164  0.798
O -1.085 0.896 2.278  -0.831
O -2.421 -0.626 0.741  0.311
C -3.314 -0.871 1.850  -1.127
C -4.680 -1.385 1.264  0.503
N -4.493 -2.193 0.069  -0.349
N -5.344 -2.263 2.230  -0.643
N -5.485 -0.215 0.980  -0.274
O -0.521 0.663 -0.184  -0.532
C 0.717 1.341 -0.006  -0.399
C 1.844 0.583 -0.107  0.358
C 3.053 1.384 0.147  -0.544
C 2.829 2.709 0.408  -0.832
N 1.695 3.390 0.445  -0.544
C 0.624 2.680 0.241  -0.206
O 0.501 -3.121 -0.715  -0.292
C -0.794 -2.725 -1.200  1.274
C -1.114 -3.393 -2.540  -1.786
H 2.604 -3.956 3.300  0.421
H 4.251 -3.852 2.698  0.348
H 3.354 -2.357 3.154  0.264
H 2.234 -2.331 1.117  -0.621
H 3.613 -3.269 0.548  0.368
H -0.509 -4.180 2.798  0.699
H -1.598 -3.446 1.641  -0.442
H -0.836 -1.657 3.247  0.812
H 0.810 -2.217 3.033  0.296
H -3.515 0.027 2.437  0.432
H -2.944 -1.649 2.525  0.292
H -4.295 -1.612 -0.735  0.386
H -3.763 -2.888 0.205  -0.242
H -4.863 -3.158 2.167  0.257
H -5.179 -1.943 3.182  0.277
H -6.367 -0.495 0.566  0.355
H -4.967 0.333 0.299  0.201
H 1.843 -0.474 -0.336  0.897
H 4.056 0.962 0.149  0.455
H 3.728 3.301 0.602  0.434
H -0.346 3.166 0.275  0.517
H -1.613 -2.946 -0.518  -0.676
H -0.725 -1.652 -1.399  0.219
H -0.219 -3.425 -3.162  0.361
H -1.904 -2.832 -3.050  0.430
H -1.522 -4.389 -2.350  0.301
C 9.678 -0.011 -0.490  -1.059
C 8.567 1.018 -0.456  -0.421
O 7.280 0.408 -0.610  -0.270
C 6.574 -0.091 0.417  0.791
C 7.237 -0.307 1.747  -1.327
O 5.428 -0.419 0.234  -0.496
H 9.597 -0.715 0.338  0.259
H 10.651 0.476 -0.434  0.386
H 9.627 -0.592 -1.412  0.308
H 8.600 1.635 0.443  0.345
H 8.673 1.695 -1.302  0.367
H 7.638 -1.320 1.792  0.309
H 6.482 -0.187 2.515  0.200
H 8.021 0.408 1.971  0.481
C 0.153 7.488 1.910  -0.876
C -0.187 7.467 3.386  -0.397
O -1.587 7.656 3.604  -0.364
C -2.477 6.643 3.587  0.635
C -2.048 5.308 3.028  -0.788
O -3.605 6.844 3.945  -0.579
H -0.331 6.672 1.375  0.190
H 1.230 7.404 1.763  0.348
H -0.192 8.418 1.457  0.308
H 0.166 6.560 3.880  0.369
H 0.305 8.301 3.886  0.307
H -2.272 5.280 1.962  0.211
H -2.615 4.526 3.530  0.372
H -0.997 5.079 3.186  0.270
C 3.081 3.428 4.650  -0.868
C 3.580 2.006 4.798  -0.372
O 4.773 1.785 4.037  -0.377
C 6.012 2.040 4.487  0.845
C 6.196 2.871 5.733  -1.230
O 6.949 1.657 3.836  -0.524
H 3.801 4.149 5.039  0.324
H 2.139 3.559 5.184  0.372
H 2.925 3.665 3.597  0.205
H 3.725 1.721 5.841  0.365
H 2.840 1.319 4.389  0.235
H 6.286 3.919 5.450  0.293
H 7.115 2.555 6.221  0.340
H 5.396 2.757 6.461  0.369
C -6.012 -7.954 -1.759  -0.985
C -5.283 -7.926 -0.432  -0.429
O -4.321 -6.870 -0.383  -0.383
C -4.613 -5.616 -0.015  0.509
C -6.059 -5.188 0.071  -0.818
O -3.710 -4.839 0.166  -0.399
H -6.586 -7.041 -1.922  0.274
H -6.695 -8.803 -1.803  0.368
H -5.298 -8.035 -2.580  0.298
H -5.967 -7.870 0.417  0.377
H -4.713 -8.845 -0.310  0.308
H -6.364 -4.779 -0.891  0.248
H -6.149 -4.410 0.824  0.159
H -6.737 -5.989 0.360  0.359
C -1.093 -0.118 -6.834  -1.184
C -1.061 -1.377 -5.992  -0.151
O -1.834 -2.423 -6.585  -0.368
C -1.347 -3.276 -7.507  0.742
C -0.034 -2.957 -8.182  -0.870
O -1.999 -4.232 -7.824  -0.563
H -0.645 -0.281 -7.815  0.296
H -0.551 0.688 -6.338  0.364
H -2.122 0.199 -7.000  0.326
H -0.045 -1.713 -5.781  0.377
H -1.526 -1.176 -5.027  0.189
H -0.230 -2.385 -9.088  0.243
H 0.446 -3.895 -8.452  0.305
H 0.668 -2.414 -7.553  0.297
C -8.181 5.665 0.679  -0.928
C -8.658 4.450 -0.089  -0.429
O -7.563 3.714 -0.642  -0.373
C -6.888 2.766 0.033  0.676
C -7.068 2.659 1.527  -0.711
O -6.102 2.078 -0.564  -0.537
H -7.569 5.384 1.536  0.261
H -9.030 6.247 1.039  0.349
H -7.566 6.299 0.040  0.294
H -9.298 3.803 0.512  0.374
H -9.255 4.770 -0.942  0.297
H -6.320 3.281 2.019  0.208
H -6.911 1.623 1.816  0.160
H -8.061 2.940 1.872  0.321
C 4.052 -0.559 -2.839  -0.087
C 5.050 -0.575 -3.974  -0.836
O 4.476 -0.072 -5.186  -0.388
C 4.443 1.236 -5.498  0.709
C 4.737 2.256 -4.421  -0.736
O 4.111 1.569 -6.602  -0.572
H 3.721 0.452 -2.599  -0.003
H 4.464 -1.000 -1.933  0.127
H 3.164 -1.125 -3.132  0.292
H 5.969 -0.041 -3.725  0.428
H 5.340 -1.603 -4.191  0.369
H 3.804 2.539 -3.936  0.178
H 5.171 3.134 -4.895  0.353
H 5.448 1.916 -3.672  0.192

Calculated total energy = -111387.26498 eV
SMILES string = CCOP(=O)(CCO[P@](=O)(OCC(N)(N)N)Oc1cccnc1)OCC.CCOC(C)=O.CCOC(C)=O.CCOC(C)=O.CCOC(C)=O.CCOC(C)=O.CCOC(C)=O.CCOC(C)=O
Kohn-Sham gap = 9.5 eV